Entry 1:
73
Properties=species:S:1:pos:R:3:forces:R:3 method="wB97M-V/def2-TZVPD" orbital_gap_ev=2.90 homo_energy_ev=2.57 charge=-3
H -11.32714 6.15330 7.74935 1.2 0.5 -0.8
C -9.33762 7.09937 4.39087 -1.7 0.1 0.0
H -8.80153 8.03189 4.56725 0.5 -0.4 0.3
C -12.12260 0.66469 7.33565 0.7 -0.7 1.6
C -9.38278 6.09882 5.56678 1.0 1.4 3.0
H -11.74804 4.51329 8.14540 0.6 0.5 -0.5
O -14.42768 7.78284 12.70704 0.4 -1.9 0.5
C -10.04191 6.12262 11.49618 1.0 1.4 -3.9
H -10.39264 -0.46060 6.64071 -0.4 -0.3 -0.3
H -13.90648 1.15025 12.25699 0.0 0.9 -0.3
C -10.34852 4.92927 5.31143 -0.8 0.4 -0.8
H -12.83952 5.67942 8.31595 -1.6 1.1 -0.1
H -17.41279 6.05484 7.17701 -0.2 -0.2 0.4
C -15.04835 12.25517 12.95346 -0.6 -2.2 -1.1
H -10.09570 4.18426 4.55703 1.0 -0.3 -0.2
H -10.61649 3.97676 11.40245 0.3 0.1 0.1
H -14.72782 4.60411 7.39789 -0.1 -1.5 -0.1
C -10.51130 7.41307 12.16972 -0.4 -1.2 0.5
F -11.88511 10.01924 8.22104 2.6 1.7 -2.0
C -16.20141 4.32657 9.04458 0.8 0.1 -0.7
H -9.05205 5.87251 11.87790 0.5 -0.5 1.0
O -15.05625 8.51748 10.67196 -0.4 1.1 2.9
H -11.50591 5.64412 9.26351 1.1 0.8 0.7
C -11.00518 4.95266 11.69337 -0.2 0.7 0.4
O -12.56851 0.88606 8.74971 -1.2 -2.1 -0.5
H -17.08526 4.69367 9.56626 -0.3 0.7 -0.6
H -10.61046 4.37180 6.21071 0.0 0.3 0.1
H -13.50826 5.91129 12.89358 -0.2 0.4 0.3
H -14.00284 12.13480 13.23724 -0.1 0.1 0.3
C -13.70440 1.00670 11.19554 0.0 -0.9 -0.5
H -11.29486 5.01319 12.74243 -0.2 -0.7 0.5
C -16.51060 5.54996 6.83167 0.0 -0.1 -0.5
H -13.33964 -0.02031 11.17840 0.6 0.0 -0.4
H -15.20919 13.23713 12.50849 -0.2 -0.1 0.0
O -9.79889 6.42469 10.11630 -1.0 -1.3 2.0
H -10.67640 7.17124 13.21966 0.0 0.3 0.8
H -15.54996 4.11440 9.89234 0.6 -0.3 -0.3
H -16.14259 6.21495 6.05035 0.7 0.2 0.3
H -10.35878 7.44430 4.22853 -0.4 0.2 0.0
N -11.84509 5.50286 8.32271 -0.8 -0.7 0.4
F -12.82966 8.43961 9.30824 -0.5 -1.0 0.8
H -16.46109 3.42956 8.48243 -0.3 -0.6 0.4
H -11.49141 7.67663 11.77219 0.2 0.5 -0.3
B -12.74926 9.82665 9.22764 -0.3 -2.8 -1.2
H -11.91658 5.11657 11.11840 0.0 0.1 -0.1
C -15.35746 11.08314 11.95016 0.9 0.4 -1.3
H -15.00164 5.81500 11.91600 -0.5 0.5 0.4
O -12.77866 1.98463 10.71232 0.8 0.2 -0.5
H -12.65695 -0.19881 6.93949 -0.6 -0.1 0.8
H -16.73175 4.63988 6.27404 -0.7 -0.4 0.0
H -12.36363 1.44572 6.61455 0.3 0.6 0.7
H -10.30943 -0.25214 8.32956 -0.5 0.5 0.3
O -9.53951 6.72926 6.87315 -0.5 -1.7 -3.6
F -13.95012 10.33618 8.75209 -1.6 1.3 0.7
H -10.02443 1.09910 7.14364 0.2 0.1 0.7
C -14.13446 6.42654 12.16523 0.3 0.7 -0.4
C -12.28302 1.98251 9.45145 0.1 1.9 -3.2
H -14.60831 0.97502 10.58723 -0.1 0.5 0.2
H -15.75195 12.01255 13.74981 0.3 0.7 0.6
H -14.81358 11.18222 11.01075 0.7 -0.1 0.1
O -15.01086 9.83979 12.57713 -0.3 1.1 0.9
C -14.86199 8.71535 11.86441 0.0 -1.3 -3.7
O -14.69628 6.32393 8.31584 -1.9 -2.6 0.0
F -12.29251 10.30158 10.42013 0.0 1.5 1.8
H -9.07774 6.62558 3.44425 0.5 -0.1 -0.3
O -11.73625 2.89689 8.82862 -0.7 -1.9 3.1
H -8.38485 5.66425 5.50850 0.9 -0.6 0.2
H -16.36930 11.05943 11.54554 -0.5 0.0 0.7
H -9.74552 8.18116 12.06152 -0.3 0.1 -0.2
C -10.64961 0.25163 7.42480 0.5 0.5 -1.6
H -13.57063 6.43660 11.23244 -0.1 0.8 -0.1
H -11.22243 5.33291 4.80012 -0.8 0.2 0.6
C -15.48442 5.18634 7.92388 1.6 3.8 0.9

***

Entry 2:
20
Properties=species:S:1:pos:R:3:forces:R:3 method="wB97M-V/def2-TZVPD" smiles="C[C@@H](O)CC=O.O.O" orbital_gap_ev=10.73 homo_energy_ev=-10.19 relative_energy_kj_mol=122.98
O 1.11812 2.33168 2.29110 -0.2 -0.2 -0.7
H -1.12016 -1.01595 2.08347 0.0 -0.3 0.2
H -0.05198 0.69376 -0.12697 0.0 0.1 0.1
C -0.33194 -1.18686 -2.10129 0.4 0.0 0.5
H 1.42528 2.60842 1.41503 0.1 0.1 0.2
O 2.15100 1.54348 -1.07913 0.0 0.2 0.1
H 3.01346 1.17050 -0.84342 -0.4 -0.1 -0.3
C -1.16975 -0.98980 -0.86194 0.3 -0.7 -0.8
O 0.79924 -0.97360 0.61971 0.0 0.0 -0.3
H 0.59120 1.55771 2.04881 0.1 0.0 0.3
H -0.27013 -0.30703 -2.76388 0.0 0.1 -0.3
O 0.32865 -2.17045 -2.32161 -0.2 0.1 0.0
H -2.37301 -0.36496 1.06138 -0.3 0.2 0.2
C -1.37556 -0.18453 1.44198 0.6 -0.3 -0.4
H -1.50457 -1.97096 -0.52282 0.1 -0.1 0.2
C -0.37765 -0.28243 0.23612 -0.9 0.3 0.9
H 1.88958 1.19428 -1.94156 0.4 0.0 0.3
H -1.37340 0.69353 2.08726 0.2 0.2 -0.4
H 0.70028 -1.90754 0.39813 0.0 0.0 0.0
H -2.06866 -0.43927 -1.12037 0.0 0.4 0.0

***

Entry 3:
47
Properties=species:S:1:pos:R:3:forces:R:3 method="wB97M-V/def2-TZVPD" orbital_gap_ev=7.57 homo_energy_ev=-4.94 charge=-1
H 5.04412 -0.47579 -4.52887 0.0 0.0 0.0
C -5.89349 -0.44030 -1.37795 -0.2 0.0 -0.1
H 3.92122 2.48795 -1.67260 0.0 0.0 0.0
O -0.31344 0.79138 3.00627 0.7 0.2 2.3
Cl 0.99049 2.03156 1.15198 -0.1 0.3 -0.3
C 5.35301 0.52674 1.75358 0.0 -0.3 0.4
C 3.55077 -1.08365 -3.09538 -0.1 0.1 0.1
C 4.18879 -0.25697 3.68629 0.2 -0.1 0.0
H -6.56731 -0.69893 0.63228 0.1 0.0 -0.1
F 5.37081 1.25127 0.62113 0.0 0.1 0.0
S -3.78208 2.36853 2.02036 -0.4 0.2 -0.2
F 5.42880 1.94831 -3.70768 0.1 0.1 -0.1
H -8.92789 -1.09059 -0.05412 0.0 0.0 0.0
H -2.99598 -0.35187 3.43476 0.1 0.0 0.1
H 3.45638 -2.08667 -3.49329 0.0 0.0 0.0
C 5.32274 -0.95950 4.07595 0.0 -0.1 0.1
H 3.29097 -0.29532 4.29043 0.0 0.0 -0.1
H 5.31105 -1.54376 4.98828 0.0 0.0 0.0
C -6.21649 -0.41741 -2.72341 0.1 0.0 -0.2
H -0.94637 -0.82421 0.64988 0.0 0.6 0.2
C 4.44223 -0.19082 -3.67488 0.2 -0.1 -0.2
H -4.12387 -0.77330 1.11301 -0.1 -0.1 0.1
C 4.20334 0.49594 2.52048 -0.2 0.2 -0.1
H -9.53019 -1.06928 -2.45308 0.0 0.0 0.0
C 3.80417 1.48542 -2.06413 0.0 0.2 0.0
H -5.44465 -0.21872 -3.45611 0.0 0.0 0.1
H 7.37132 -0.12860 1.50069 0.0 0.0 0.0
H 2.30237 0.90153 -0.64579 0.1 0.0 -0.2
H -7.79216 -0.64289 -4.16125 0.0 0.0 0.0
C -8.16659 -0.90596 -0.80197 0.1 0.0 -0.3
C 4.55851 1.08163 -3.14863 -0.4 -0.3 0.3
Al -3.12263 0.15241 1.92112 0.0 -0.1 0.2
H 2.08327 -1.38558 -1.55764 0.0 0.0 0.0
C -7.52973 -0.65014 -3.11021 0.0 0.0 0.2
C -1.30357 0.18496 0.92879 0.7 1.8 -0.2
C 2.78186 -0.69036 -2.00727 0.0 -0.1 0.0
C -6.85314 -0.68433 -0.41134 -0.1 0.0 0.3
C -8.50463 -0.89177 -2.15086 -0.1 0.0 0.0
H -4.97198 2.40224 1.36343 0.5 -0.3 0.1
C 2.90596 0.59469 -1.49280 0.0 -0.1 -0.1
H 7.35737 -1.45880 3.60324 0.0 0.0 0.0
F -4.63114 -0.22239 -1.00245 -0.1 0.1 -0.6
C -0.30824 0.90817 1.85300 -1.6 -1.7 -1.8
C 6.47252 -0.91418 3.29736 -0.2 0.1 0.0
C 6.48766 -0.17047 2.12522 0.2 0.0 -0.2
H -1.40354 0.85469 0.04531 0.1 -0.8 0.2
H 3.32942 1.05515 2.20887 0.0 0.0 0.0

***

Entry 4:
54
Properties=species:S:1:pos:R:3:forces:R:3 method="wB97M-V/def2-TZVPD" spin_multiplicity=2 s_squared=0.75 orbital_gap_ev="9.59 / 2.74" homo_energy_ev="-12.22 / -12.22" relative_energy_kj_mol=23.23 charge=+1
C 0.33990 4.40446 3.74596 -0.2 -2.2 -0.1
H 3.68253 -5.63136 -1.06913 -0.2 0.0 -0.2
H -2.20783 -1.84240 0.01790 0.5 -0.2 0.5
H -0.41707 2.87274 1.00032 0.3 0.0 -0.9
H -3.44359 1.21747 1.43497 -0.2 0.6 -0.5
O -0.25992 1.99474 -0.76124 0.2 0.5 0.3
H 5.30789 -1.14107 -1.86658 0.2 -0.4 -0.6
H -2.21814 4.95092 3.60292 0.0 -0.1 0.1
C -2.39919 -2.40592 -0.89531 -0.2 -0.2 0.1
H -3.24469 -0.51292 1.88534 -0.1 0.2 0.2
O 0.63994 -4.20358 -1.06488 -1.2 1.2 0.2
H 2.47326 -5.50032 0.22261 0.2 0.3 0.1
H 5.18477 0.61257 -0.78025 0.1 0.9 -0.2
H 3.72501 1.16720 -1.71855 0.1 -0.3 0.0
O -2.98075 1.22315 -1.45174 0.4 0.4 1.4
C -0.59608 4.06199 2.51203 1.7 3.0 2.3
H 2.55203 -2.91572 0.29442 -0.3 -0.5 0.2
H 1.99122 -6.28880 -1.20723 0.4 -0.3 -0.4
H 0.20855 -5.01885 -1.33103 0.3 -0.1 -0.2
H 2.15631 -4.09838 -2.49550 -0.3 -0.1 -0.2
H -2.27068 3.17752 3.57879 0.0 -0.1 0.1
H -0.10564 0.19967 0.19523 0.1 -0.6 0.0
O -1.89313 0.79335 2.61682 -1.7 -2.2 0.0
H 1.41290 0.86101 -0.40049 -0.1 0.0 -0.2
H -2.68303 4.16732 2.13028 -0.4 -0.3 0.0
H 3.80218 -0.28150 -0.56976 -1.0 0.4 0.1
H -0.52077 -2.52535 -1.57144 0.1 -0.7 0.5
H 2.21545 -1.95525 -1.05740 0.0 -0.1 -0.7
C 4.29323 0.31985 -1.33484 0.8 -0.8 0.7
H -2.65247 -3.44091 -0.66563 0.5 -0.2 0.3
C 2.62506 -5.47437 -0.85646 -0.7 0.8 -0.1
H -3.68306 0.60436 -1.23851 -0.1 0.0 -0.3
C 2.64941 -2.91905 -0.79122 -0.3 0.0 0.9
H 3.73115 -2.89035 -0.92209 -0.1 -0.1 -0.6
H 0.18833 5.34731 4.27148 0.0 0.0 -0.6
O -1.39606 -2.25643 -1.85981 -1.0 0.8 -0.5
H -3.01452 0.45756 -3.35278 0.5 -0.4 0.1
H 0.17916 3.60992 4.47463 -0.8 0.0 0.5
H 0.23244 0.17039 -1.57729 0.2 -0.3 0.2
H 1.38490 4.13293 3.59648 0.2 0.9 -0.8
C -2.73678 0.39900 1.57146 0.1 -1.2 1.7
H -1.13854 1.86945 -1.12719 -0.2 -0.1 -0.1
C 0.36000 0.71756 -0.64326 -0.2 0.4 0.0
H -2.02124 1.87573 -3.22672 0.2 0.1 0.8
H -2.18729 0.17966 0.65602 0.4 0.6 -0.6
C -2.02813 4.06591 2.99567 -0.1 0.7 -0.9
C 1.99195 -4.15510 -1.41945 2.1 -0.9 0.8
O 4.69805 -0.58362 -2.35541 -0.1 0.3 -0.1
O -0.18663 2.88281 1.93220 -0.4 -2.7 0.3
H -1.34960 1.54793 2.37849 2.1 2.5 -0.7
H -3.37048 -2.01029 -1.19222 0.2 0.3 -0.9
H -0.32860 4.83730 1.79408 -0.8 0.4 -0.1
H -3.77058 1.92178 -3.27736 -0.2 0.7 0.6
C -2.92113 1.40797 -2.82733 -0.9 -0.9 -2.7